{"formula": "C20H44NO2P3Sm", "method": "ωB97M-V/def2-TZVPD", "symbols": ["Sm", "P", "P", "P", "H", "C", "C", "H", "C", "C", "C", "C", "C", "C", "C", "C", "C", "H", "H", "H", "H", "H", "H", "H", "H", "H", "H", "H", "H", "H", "H", "H", "H", "H", "H", "H", "H", "H", "H", "H", "H", "H", "H", "H", "H", "H", "C", "C", "C", "C", "C", "C", "O", "H", "H", "H", "H", "H", "H", "C", "N", "C", "C", "O", "H", "H", "H", "H", "H", "H", "H"], "xyz": [[-0.2682, 0.1232, -0.0463], [-3.0219, 0.7163, 0.4643], [-0.1140, -0.6577, 3.0123], [0.7190, 1.1464, -2.6928], [2.8375, -3.9254, 1.2421], [3.2718, -3.3840, 0.3846], [4.0672, -2.3065, 0.5157], [4.2168, -1.8053, 1.4848], [-4.2176, -0.7040, 0.4583], [-3.5763, 1.6346, 1.9988], [-3.7424, 1.7827, -0.8865], [1.5755, -1.1605, 3.2317], [-0.4970, 0.7901, 3.9347], [-1.2496, -2.0236, 3.4334], [2.5297, 0.7371, -2.7885], [0.8179, 2.9319, -3.0981], [0.1775, 0.4927, -4.3485], [3.0622, -3.8270, -0.5938], [4.5864, -1.8413, -0.3405], [-4.7175, -0.7385, -0.5294], [-4.9432, -0.5678, 1.2850], [-3.6374, -1.6329, 0.6065], [-4.6672, 1.8200, 1.9076], [-3.0080, 2.5865, 2.0575], [-3.3521, 0.9933, 2.8757], [-4.8481, 1.7621, -0.8065], [-3.4190, 1.3674, -1.8618], [-3.3574, 2.8159, -0.7808], [1.4724, -1.8375, 4.0809], [2.1034, -0.2360, 3.4657], [2.0273, -1.6419, 2.3513], [-0.7592, 0.3282, 4.9061], [-1.3120, 1.4242, 3.5475], [0.4491, 1.3533, 4.0121], [-1.0691, -2.0784, 4.5175], [-0.9506, -2.9364, 2.8860], [-2.3000, -1.7950, 3.1645], [2.8420, 0.6769, -3.8466], [2.7100, -0.2289, -2.2862], [3.1086, 1.5318, -2.2971], [1.1494, 3.0793, -4.1393], [1.5404, 3.4197, -2.4315], [-0.1777, 3.3735, -2.9601], [0.9497, 0.7267, -5.1072], [-0.7700, 0.9928, -4.6294], [0.0325, -0.6016, -4.2644], [-0.9862, -2.8398, -1.5938], [-2.1796, -3.5995, -1.5102], [-2.5839, -4.2775, -2.6442], [-1.6596, -4.3929, -3.6948], [-0.3713, -3.8265, -3.6835], [0.0095, -3.1074, -2.5648], [-0.8942, -1.6468, -0.9728], [-0.2522, -0.9155, 1.5852], [-2.8125, -3.4417, -0.6185], [-3.6134, -4.6968, -2.6678], [-1.9692, -4.9458, -4.5648], [0.2838, -3.8984, -4.5583], [0.9311, -2.5218, -2.5697], [1.2256, 3.9248, 1.9198], [2.5066, 3.3006, 1.5031], [3.7483, 4.0605, 1.7387], [2.5429, 2.1013, 0.9415], [1.4503, 1.4784, 0.6437], [1.5078, 4.8783, 2.3922], [0.6788, 3.3136, 2.6566], [0.5394, 4.0898, 1.0732], [4.4210, 3.4478, 2.3680], [4.2538, 4.2398, 0.7710], [3.4400, 4.9945, 2.2403], [3.5125, 1.6047, 0.7208]], "lowdin_spin": [5.161, -0.010, 0.003, -0.011, 0.000, 0.000, 0.000, 0.000, -0.001, -0.001, -0.001, 0.000, 0.003, 0.000, -0.001, -0.002, -0.001, 0.000, 0.000, 0.000, 0.000, 0.000, 0.000, 0.000, 0.000, 0.000, 0.000, 0.000, 0.000, 0.000, 0.000, 0.000, 0.000, 0.000, 0.000, 0.000, 0.000, 0.000, 0.000, 0.000, 0.000, 0.000, 0.000, 0.000, 0.000, 0.000, 0.002, -0.020, 0.002, -0.027, 0.002, -0.020, -0.070, 0.004, -0.001, 0.001, -0.001, 0.001, -0.001, 0.000, 0.000, 0.000, 0.000, -0.007, 0.000, 0.000, 0.000, 0.000, 0.000, 0.000, 0.000], "energy_ev": -72782.655, "s2": 8.81, "orbital_gap_ev": [5.165, 5.404], "multiplicity": 6, "charge": 3, "largest_force_ev_per_a": 4.4, "relative_energy_kcal_mol": 44.14, "e_lumo_ev": [-9.87, -9.76]}

---

{"formula": "C4H13NOS", "method": "ωB97M-V/def2-TZVPD", "symbols": ["C", "N", "C", "C", "C", "S", "H", "H", "H", "H", "H", "H", "H", "H", "H", "H", "H", "O", "H", "H"], "xyz": [[-0.0103, 1.7078, 1.7732], [0.8130, 0.8851, 0.8823], [1.3040, 1.3799, -0.3813], [0.7821, 0.6259, -1.6099], [0.6641, -0.8833, -1.3405], [2.2537, -1.6852, -0.8240], [-0.5258, 2.4490, 1.1589], [0.5444, 2.1982, 2.5756], [-0.7695, 1.0673, 2.2326], [1.4221, 0.3548, 1.4695], [2.3924, 1.4586, -0.3422], [0.9869, 2.4244, -0.4848], [1.5777, 0.6583, -2.3627], [-0.1804, 1.0223, -1.9145], [0.2446, -1.4818, -2.1369], [0.0760, -0.9317, -0.4233], [2.0354, -2.8726, -1.4019], [-4.5254, -2.6619, 0.7013], [-4.9533, -3.4784, 0.9559], [-4.1318, -2.2365, 1.4730]], "mulliken_charge": [-0.917, -0.170, -0.739, -0.529, -0.758, -0.257, 0.336, 0.243, 0.279, 0.195, 0.352, 0.415, 0.306, 0.324, 0.459, 0.353, 0.108, -0.641, 0.320, 0.321], "energy_ev": -18730.766, "orbital_gap_ev": 9.200, "smiles": "CNCCCS.O", "charge": 0, "largest_force_ev_per_a": 2.2, "relative_energy_kcal_mol": 28.72, "e_lumo_ev": 0.75}

---

{"formula": "C22H26ClN3PtS", "method": "ωB97M-V/def2-TZVPD", "symbols": ["Pt", "C", "C", "C", "C", "C", "C", "C", "C", "C", "C", "H", "H", "H", "H", "H", "H", "H", "H", "H", "H", "H", "H", "H", "H", "H", "N", "C", "C", "C", "C", "C", "N", "C", "H", "H", "H", "H", "Cl", "C", "H", "H", "S", "C", "N", "C", "C", "C", "C", "H", "H", "H", "H", "H"], "xyz": [[-1.0392, -0.3867, -0.1533], [-1.6440, 0.0392, 2.0176], [-0.4068, 0.7512, 2.4446], [0.6728, -0.1425, 2.5542], [0.1791, -1.3994, 2.2542], [-1.2957, -1.3046, 1.8812], [-2.2510, -2.4682, 1.9692], [0.9165, -2.6667, 2.3430], [2.0805, 0.1905, 2.9538], [-0.3616, 2.1811, 2.7694], [-3.0520, 0.5728, 2.1582], [-3.1702, -2.2633, 1.4235], [-2.5290, -2.6655, 3.0093], [-1.8111, -3.3814, 1.5701], [1.9453, -2.5534, 1.9970], [0.4299, -3.4742, 1.8009], [0.9670, -2.9514, 3.4032], [2.2394, 0.0167, 4.0200], [2.3233, 1.2340, 2.7565], [2.8022, -0.4232, 2.4145], [0.6049, 2.6220, 2.5226], [-0.4827, 2.2866, 3.8573], [-1.1667, 2.7439, 2.3016], [-3.7159, 0.1956, 1.3837], [-3.0791, 1.6611, 2.1180], [-3.4828, 0.2778, 3.1183], [-2.9912, 5.7341, -1.2051], [-2.1370, 4.9692, -1.1375], [-1.0921, 3.9808, -1.0365], [0.2435, 4.2929, -1.2649], [1.1876, 3.2892, -1.1369], [0.7749, 2.0173, -0.7925], [-0.5128, 1.7163, -0.5716], [-1.4313, 2.6819, -0.6970], [0.5301, 5.3005, -1.5363], [2.2360, 3.4839, -1.3129], [1.4837, 1.2043, -0.7008], [-2.4656, 2.4152, -0.5238], [-1.0905, 0.2876, -3.3363], [-1.9154, -0.3507, -1.9295], [-2.1654, -1.3888, -2.1310], [-2.7969, 0.2607, -1.7239], [0.7702, -1.6203, -0.9907], [0.3624, -3.1533, -1.7013], [1.3359, -3.7146, -2.4600], [1.2306, -4.8965, -3.1105], [0.0752, -5.6147, -3.0249], [-0.9613, -5.0858, -2.2503], [-0.8246, -3.8768, -1.5993], [2.2024, -3.1997, -2.5582], [2.0998, -5.1986, -3.6765], [-0.0175, -6.5549, -3.5476], [-1.8897, -5.6360, -2.1571], [-1.6249, -3.4760, -0.9965]], "mulliken_charge": [1.187, 0.121, 1.109, 0.456, 0.539, 0.799, -1.515, -1.597, -1.689, -1.987, -1.473, 0.365, 0.346, 0.431, 0.398, 0.280, 0.412, 0.357, 0.391, 0.406, 0.399, 0.422, 0.377, 0.346, 0.437, 0.353, -0.369, -0.282, 0.079, -0.193, -1.008, -0.216, -0.028, -0.060, 0.558, 0.486, 0.469, 0.519, -0.112, -0.606, 0.368, 0.502, -0.605, 0.731, -0.020, -0.279, -0.650, -0.442, -0.412, 0.253, 0.441, 0.437, 0.444, 0.327], "energy_ev": -54294.109, "orbital_gap_ev": 6.079, "charge": 2, "largest_force_ev_per_a": 2.6, "relative_energy_kcal_mol": 56.78, "e_lumo_ev": -8.12}

---

{"formula": "C10H27BO6", "method": "ωB97M-V/def2-TZVPD", "symbols": ["C", "C", "B", "O", "C", "C", "O", "C", "O", "O", "C", "H", "H", "H", "H", "H", "H", "H", "H", "H", "H", "H", "H", "H", "H", "H", "C", "C", "O", "H", "H", "H", "H", "H", "H", "C", "C", "O", "H", "H", "H", "H", "H", "H"], "xyz": [[-1.6948, -4.2935, -0.2769], [-1.7544, -3.7331, -1.8495], [-2.3348, -2.1631, -1.8968], [-3.5744, -1.8404, -1.1308], [-1.5602, -0.9642, -2.7784], [-2.5929, -0.0083, -3.6183], [-2.6415, 1.3963, -3.1835], [-3.0786, 1.5375, -1.7858], [-1.8799, 1.6425, -0.8961], [-0.7339, -1.6983, -3.7934], [0.5161, -0.9489, -3.9994], [-1.5944, -3.3346, 0.4007], [-2.7116, -4.8588, -0.1091], [-0.7462, -4.9622, -0.0831], [-2.4841, -4.4429, -2.4556], [-0.6802, -3.8413, -2.3010], [-3.3434, -1.2227, -0.3648], [-0.7904, -0.3977, -2.1031], [-3.6349, -0.5489, -3.6569], [-2.1997, 0.0075, -4.7452], [-3.6164, 2.5967, -1.6942], [-3.8552, 0.7387, -1.4251], [-1.1235, 1.7810, -1.5698], [0.3672, 0.2084, -3.8882], [1.3078, -1.3733, -3.2204], [0.9307, -1.1585, -5.0946], [1.5095, 2.1369, 1.5357], [2.0463, 2.7696, 0.2685], [0.9763, 3.0631, -0.6178], [0.9627, 1.2169, 1.3046], [2.3225, 1.9002, 2.2280], [0.8048, 2.8090, 2.0359], [2.7329, 2.0862, -0.2396], [2.5833, 3.6970, 0.4900], [0.3767, 3.6771, -0.1604], [3.5459, 0.4539, 6.3837], [3.5750, 0.9309, 4.9464], [2.6698, 2.0116, 4.7758], [2.5367, 0.1337, 6.6625], [4.2352, -0.3824, 6.5311], [3.8229, 1.2637, 7.0664], [3.2763, 0.1251, 4.2694], [4.5780, 1.2649, 4.6640], [2.9486, 2.7250, 5.3750]], "mulliken_charge": [-0.729, -0.462, 0.348, -0.530, 0.159, -0.447, -0.401, -0.170, -0.431, -0.380, -0.612, 0.190, 0.227, 0.267, 0.271, 0.211, 0.326, 0.170, 0.266, 0.260, 0.206, 0.178, 0.353, 0.303, 0.223, 0.208, -0.688, -0.385, -0.475, 0.215, 0.133, 0.346, 0.282, 0.274, 0.282, -1.083, -0.157, -0.504, 0.289, 0.326, 0.321, 0.276, 0.268, 0.280], "energy_ev": -23765.406, "orbital_gap_ev": 10.007, "smiles": "CCB(O)[C@H](COCO)OC.CCO.CCO", "charge": 0, "largest_force_ev_per_a": 3.2, "e_lumo_ev": 0.59}

---

{"formula": "C6H3N2O2", "method": "ωB97M-V/def2-TZVPD", "symbols": ["O", "C", "C", "C", "C", "C", "O", "C", "N", "N", "H", "H", "H"], "xyz": [[-0.5835, 1.7076, 2.5609], [-0.0051, 1.1676, 1.6536], [-0.3594, 0.6421, 0.2960], [0.8289, 0.4926, -0.5223], [0.9390, -0.7355, -1.0024], [-0.1860, -1.6222, -0.6630], [-0.3095, -2.8050, -0.9843], [-1.0652, -0.7615, 0.1513], [-2.0917, -0.1086, -0.5149], [-1.6091, 1.0828, -0.4185], [1.0348, 0.8651, 1.9718], [1.6076, 1.1736, -0.7705], [1.7992, -1.0986, -1.7580]], "mulliken_charge": [-0.502, -0.220, 1.934, -1.338, -0.046, 0.080, -0.672, -0.173, -0.371, -0.573, 0.283, 0.369, 0.229], "energy_ev": -13342.640, "orbital_gap_ev": [7.353, 7.352], "smiles": "O=C[C@@]12C=CC([O-])=C1N=N2", "charge": -1, "largest_force_ev_per_a": 4.0, "relative_energy_kcal_mol": 38.47, "e_lumo_ev": [3.78, 3.78]}

---

{"formula": "C2HF3OS", "method": "ωB97M-V/def2-TZVPD", "symbols": ["O", "C", "S", "C", "F", "F", "F", "H"], "xyz": [[-2.6020, 1.0053, -0.0524], [-1.6272, 0.5565, 0.3530], [0.2896, 1.2222, -0.4704], [1.1415, -0.3311, -0.2800], [1.4653, -0.5901, 0.9611], [2.2360, -0.3241, -1.0656], [0.4686, -1.4472, -0.7038], [-1.3718, -0.0915, 1.2582]], "mulliken_charge": [-0.265, 0.142, -0.191, 0.626, -0.187, -0.227, -0.221, 0.325], "energy_ev": -23124.283, "orbital_gap_ev": 9.984, "smiles": "O=CSC(F)(F)F", "charge": 0, "largest_force_ev_per_a": 3.7, "relative_energy_kcal_mol": 26.24, "e_lumo_ev": -0.23}